# 1
The following is a DFT calculation (the ωB97M-V functional and the def2-TZVPD basis) of C22H33N5OS in the gas phase.

Computed properties:
charge	0
gap between HOMO and LUMO	0.28533	Ha
molecular weight	415.61	g mol⁻¹
E_HOMO	-7.41	eV
structure (SMILES)	CCOCCCNC(=S)Nc1ccc2nc(N3CCN(CC)CC3)cc(C)c2c1

The geometry in XYZ format:
```
62
Properties=species:S:1:pos:R:3:forces:R:3
C -2.73606 2.70813 -1.05853 -0.2 -0.3 0.2
H -2.00171 3.10912 -0.36398 0.1 0.1 0.1
H -3.58219 3.38861 -1.11755 0.0 0.1 0.0
H -2.27753 2.64257 -2.04141 0.1 0.0 -0.1
C -3.17430 1.31378 -0.62119 0.2 0.0 -0.4
H -2.32202 0.63083 -0.67862 -0.1 0.0 -0.1
O -3.60918 1.22181 0.72045 0.1 0.0 0.3
C -4.89204 1.74891 1.01797 -0.3 0.2 0.0
C -4.87946 3.15422 1.63358 0.3 -0.4 0.1
C -4.11391 3.20021 2.95739 -0.5 0.2 0.0
N -2.70930 2.96769 2.73565 0.5 -0.2 -0.4
C -1.75098 3.86393 3.00954 -0.1 0.0 0.1
N -0.48667 3.62796 2.55521 0.2 0.1 0.0
C -0.03755 2.62699 1.68536 -0.1 -0.6 -0.1
C -0.43535 1.31179 1.79962 0.1 0.3 0.1
C -0.01837 0.35399 0.86252 0.3 0.1 -0.4
C 0.87271 0.73248 -0.17537 -0.4 0.0 0.6
N 1.32974 -0.12787 -1.09921 0.2 -0.5 -0.3
C 0.93704 -1.38794 -1.06638 -0.1 0.8 0.1
N 1.38269 -2.19864 -2.07082 0.0 -0.1 -0.3
C 1.49118 -3.63337 -1.94993 0.1 -0.3 0.3
H 0.73331 -4.03530 -1.28088 0.0 0.0 -0.1
C 2.89110 -4.01163 -1.44874 -0.2 0.0 -0.2
N 3.86834 -3.51231 -2.39302 -0.1 0.0 0.0
C 5.20645 -4.03911 -2.22327 0.2 0.0 0.1
C 5.92505 -3.67435 -0.91930 -0.2 0.0 -0.3
H 5.37710 -4.04706 -0.05711 0.0 0.0 0.1
H 6.03335 -2.59654 -0.82625 0.0 0.1 0.1
H 6.91601 -4.12046 -0.91394 0.1 0.0 0.1
H 5.79923 -3.68229 -3.07076 0.0 -0.1 0.0
H 5.13424 -5.12846 -2.30048 0.1 0.0 -0.1
C 3.78693 -2.06693 -2.48838 -0.2 0.1 -0.2
H 4.53717 -1.71992 -3.20134 0.0 0.0 0.0
C 2.38815 -1.68461 -2.97822 0.3 0.3 -0.1
H 2.28371 -0.60218 -3.02636 0.0 -0.2 -0.1
H 2.21288 -2.12855 -3.96209 0.0 0.0 0.0
H 3.96022 -1.56918 -1.51930 0.0 0.0 -0.1
H 2.98159 -5.09859 -1.38860 0.0 0.0 0.0
H 3.02436 -3.58789 -0.43657 0.0 -0.1 0.0
H 1.34409 -4.06421 -2.94531 0.0 0.0 0.1
C 0.01143 -1.84828 -0.08598 -0.1 0.0 0.3
C -0.46606 -0.99982 0.87010 0.1 -0.2 -0.2
C -1.47255 -1.45936 1.87768 0.0 0.0 -0.1
H -1.08039 -1.35251 2.88824 0.0 0.0 0.1
H -2.37749 -0.85766 1.79699 -0.1 0.0 0.1
H -1.72941 -2.50334 1.71497 0.0 0.0 0.0
H -0.34209 -2.86721 -0.10745 0.0 -0.1 0.0
C 1.31670 2.07096 -0.23241 -0.1 0.1 0.2
C 0.86847 2.99291 0.66806 0.0 -0.1 -0.1
H 1.19936 4.02051 0.61105 0.0 0.1 0.0
H 2.01202 2.34107 -1.01144 0.1 0.0 -0.1
H -1.04908 1.00219 2.62973 -0.1 0.0 0.1
H 0.13507 4.41362 2.69513 -0.2 -0.1 0.1
S -2.01158 5.24818 3.88535 0.0 0.6 0.4
H -2.51964 2.23946 2.05428 0.1 0.1 0.1
H -4.50218 2.43251 3.63685 0.0 0.1 0.0
H -4.22336 4.17839 3.43365 0.0 -0.2 0.0
H -4.43224 3.86989 0.94312 -0.1 0.1 0.0
H -5.91435 3.45062 1.80972 -0.1 0.0 0.0
H -5.51565 1.74384 0.11551 0.0 -0.1 0.0
H -5.33238 1.05381 1.74286 -0.1 0.1 -0.1
H -3.96463 0.94459 -1.29038 0.1 0.0 0.1
```
Positions in Å, forces in eV/Å.



# 2
The following is a DFT calculation (the ωB97M-V functional and the def2-TZVPD basis) of a molecular structure, C37H87F6NO39P6S6V at a distorted geometry.

Computed properties:
charge	0
gap between HOMO and LUMO (spin up / spin down)	0.25948 / 0.32543	Ha
molecular weight	1713.25	g mol⁻¹
E_HOMO (spin up / spin down)	-6.92 / -8.72	eV
⟨S²⟩	3.75
spin multiplicity	4

The geometry in XYZ format:
```
183
Properties=species:S:1:pos:R:3:forces:R:3
V 0.41894 -0.68249 2.96314 -0.9 0.3 0.8
O -1.80297 -0.69863 -0.40085 0.6 0.0 -2.1
C -1.05571 -0.65229 0.65457 1.4 1.6 1.9
O 0.10831 -0.25679 0.69300 3.7 0.7 -3.6
O -1.49736 -0.82650 1.78096 -3.3 -2.0 3.6
H -2.70871 -0.79421 -0.09740 -1.2 -0.1 0.1
C -4.17510 -3.59636 -1.08238 -2.8 1.6 0.1
F -2.97228 -3.21656 -1.49035 0.0 -1.0 0.2
F -5.07293 -3.24886 -2.06275 0.9 -0.1 0.6
F -4.36855 -4.90499 -0.89945 1.2 0.6 0.1
S -4.70300 -2.64008 0.54322 -0.9 -0.9 -0.2
O -6.09405 -3.01515 0.81208 1.9 1.0 -1.3
O -3.78057 -3.16453 1.52096 0.4 0.9 -0.6
N -4.43765 -0.95739 0.04680 0.7 -5.3 0.4
S -5.64061 -0.19567 0.62808 -3.3 3.3 0.7
O -6.78902 -0.03587 -0.25335 1.5 0.0 0.4
O -5.99426 -0.46996 2.00720 0.9 0.3 -0.5
C -4.71350 1.49613 0.61494 -1.8 -1.0 1.4
F -3.84540 1.48846 1.70238 -0.9 0.6 -2.1
F -4.10550 1.70435 -0.56691 -0.1 0.4 1.4
F -5.68959 2.44832 0.83180 1.9 -0.8 -0.4
C 5.36833 -0.65029 6.29271 2.6 -0.5 0.1
O 4.28800 -0.86729 5.41534 -2.1 0.5 0.5
P 2.84782 -0.22197 5.76368 -1.3 0.7 -0.9
O 1.83078 -0.32160 4.67100 1.6 -0.7 1.5
O 2.42900 -0.84233 7.18712 2.5 -0.3 -2.2
C 1.35277 -0.40144 7.92954 -1.5 0.6 0.9
O 3.13641 1.30732 6.09936 -0.6 -1.4 0.6
C 3.54448 2.18277 5.05208 1.1 0.5 -0.2
H 5.71800 -1.58400 6.73319 -0.7 -0.2 0.3
H 5.36807 0.11680 7.06711 -1.1 0.1 -0.1
H 6.24331 -0.39353 5.69555 -0.1 0.3 -0.4
H 1.59832 -0.47694 8.98883 0.1 -0.1 0.0
H 0.49725 -1.04746 7.73248 -0.2 0.2 -0.1
H 1.12393 0.64310 7.71819 -0.2 0.0 -0.1
H 2.81692 2.97800 4.88963 0.0 -0.1 0.1
H 3.77165 1.69521 4.10404 -0.4 -0.2 0.1
H 4.49601 2.54712 5.43930 -0.1 0.6 -0.3
C -1.35583 -3.66591 6.94297 -1.2 0.6 1.5
O -0.06142 -3.96823 6.45302 0.5 -0.2 -1.4
P 0.12003 -3.93649 4.84155 -1.0 -0.5 -0.9
O 0.02582 -2.54423 4.29403 0.0 -1.7 0.5
O 1.51114 -4.72581 4.53712 -3.6 0.3 0.8
C 2.70818 -4.18198 5.03621 1.2 0.6 -0.8
O -1.04199 -5.00489 4.28662 4.6 1.4 1.8
C -2.13551 -4.57349 3.55266 -1.7 0.3 -0.2
H -2.03829 -3.17051 6.25237 0.2 -0.5 -0.5
H -1.35847 -2.97253 7.78398 1.0 0.5 -0.1
H -1.82549 -4.49771 7.46798 0.1 -0.7 -0.9
H 3.16301 -3.79811 4.12305 0.7 0.2 0.3
H 3.29472 -4.99745 5.45939 0.0 0.2 0.1
H 2.59898 -3.34893 5.73062 -0.2 -0.2 0.2
H -2.12475 -3.52266 3.26325 0.3 -0.1 -0.2
H -2.95637 -4.73515 4.25133 -0.6 0.1 -0.5
H -2.23248 -5.23283 2.69013 -0.2 0.2 -0.1
C -0.99643 2.84179 6.70855 0.1 -0.4 -0.5
O -1.62284 1.51474 6.64569 -0.5 -0.5 -1.1
P -2.10952 0.83329 5.20421 -0.5 1.0 1.6
O -0.95184 0.28588 4.44534 -1.9 0.4 0.6
O -3.31654 -0.17806 5.69450 2.3 3.1 0.6
C -3.85386 -1.11393 4.80889 0.2 -2.3 -0.7
O -2.90463 2.04839 4.47826 1.9 -1.0 0.4
C -3.92671 2.81500 5.12021 -1.1 -0.6 -0.5
H -0.18785 2.89664 7.43744 -0.1 -0.8 0.2
H -1.70112 3.60745 7.03302 -0.3 -0.2 -0.3
H -0.51995 3.09459 5.76137 -0.3 0.1 -0.2
H -3.39511 -1.06573 3.82130 -0.2 0.0 -0.2
H -4.94039 -1.17577 4.74792 0.0 1.0 0.0
H -3.58882 -2.06850 5.26349 0.1 -0.4 -0.4
H -4.33116 2.29258 5.98716 0.1 0.0 0.0
H -4.68764 2.83884 4.34013 -0.3 0.3 0.3
H -3.65790 3.83615 5.39056 0.6 -0.2 -0.1
C -0.51363 -1.43536 -6.50874 -0.4 1.1 -0.6
O 0.45302 -1.64199 -5.48824 0.3 -1.3 -0.2
P 1.66003 -0.72240 -5.02392 -0.9 1.7 -1.1
O 2.44893 -0.10686 -6.17108 -1.7 -1.2 3.0
O 0.90039 0.31695 -4.00225 2.6 -0.5 -1.8
C 0.17636 -0.05024 -2.85742 -1.1 0.1 0.9
O 2.40909 -1.75197 -4.04264 -2.6 3.3 1.0
C 3.17156 -2.70221 -4.56455 2.9 -3.5 -2.0
H -0.95213 -2.29916 -7.00840 0.4 -0.9 1.0
H -0.09071 -0.94271 -7.38426 0.2 0.7 0.3
H -1.35085 -0.88838 -6.07519 0.4 0.1 -0.2
H 0.07394 0.77830 -2.15661 0.2 0.6 -0.4
H 0.62814 -0.78495 -2.19092 0.1 -0.5 -0.6
H -0.83605 -0.28380 -3.18691 0.0 -0.6 0.3
H 4.00828 -2.93467 -3.90580 0.3 0.4 -0.1
H 3.51375 -2.50046 -5.57958 0.5 0.6 0.1
H 2.74563 -3.68901 -4.74590 -1.1 -0.1 0.5
C 3.05187 2.98892 -5.41715 -0.5 -0.6 -0.4
O 3.14515 4.02911 -4.45341 1.1 0.8 2.7
P 3.68182 3.61884 -2.94330 -0.1 0.1 -1.4
O 2.89599 2.54300 -2.31011 0.6 0.7 -0.2
O 3.74795 5.02184 -2.08925 0.8 -2.5 -1.6
C 2.56624 5.77672 -1.98573 -0.7 0.8 0.3
O 5.21697 3.19220 -3.25281 -1.3 -0.1 1.7
C 6.09294 4.18933 -3.72122 0.2 0.7 -1.7
H 2.03810 3.09111 -5.80440 0.1 -0.5 -0.2
H 3.24971 2.00543 -4.99089 -0.4 0.0 0.0
H 3.74703 3.09847 -6.24953 0.1 0.5 0.2
H 2.60273 6.56989 -2.73248 -0.2 0.0 0.1
H 2.54566 6.19828 -0.98075 0.1 0.1 -0.1
H 1.64809 5.19944 -2.09463 0.1 -0.2 -0.2
H 6.01014 4.19133 -4.80807 -0.4 0.4 -0.2
H 7.15573 3.96541 -3.62940 -0.2 -0.3 1.1
H 5.80160 5.16558 -3.33369 0.5 0.0 0.0
C -3.65932 -0.37136 -8.11609 -0.8 0.1 -1.8
O -3.27927 -0.40685 -6.80661 0.6 -0.1 3.6
P -4.23890 -0.02619 -5.58617 -2.1 1.5 0.4
O -4.93575 1.30994 -5.69174 1.3 -2.8 -0.1
O -3.31922 -0.19112 -4.30553 0.5 -0.1 -2.4
C -3.88877 -0.20586 -3.01868 0.5 -0.7 1.5
O -5.24982 -1.27249 -5.44108 0.0 -0.5 0.4
C -4.84450 -2.68367 -5.33325 0.4 0.3 -1.7
H -3.56976 -1.36817 -8.54786 0.3 0.0 -0.1
H -2.99258 0.34822 -8.59126 -0.4 -0.1 -0.5
H -4.71417 -0.11380 -8.21117 0.0 0.4 -0.2
H -3.50328 -1.11616 -2.55950 0.3 0.3 0.3
H -4.96385 -0.34847 -2.90936 -0.2 0.7 -0.6
H -3.48398 0.67854 -2.52666 -0.5 -0.2 0.3
H -5.29803 -3.18644 -6.18743 -0.2 0.1 -0.1
H -5.12594 -3.29647 -4.47689 -0.2 1.1 0.5
H -3.77506 -2.78488 -5.51808 0.2 0.2 0.3
C 0.33028 -5.71459 -0.08636 -0.1 0.0 -0.7
C 0.03757 -4.41494 -0.88699 0.2 0.0 -0.5
C 1.32021 -3.59581 -0.83518 0.1 -0.9 1.6
S 1.85793 -3.82584 0.95796 1.1 0.2 -1.4
O 1.34684 -2.74012 1.77903 0.4 -0.9 -0.2
O 3.31254 -4.11316 0.90468 -2.0 0.3 0.7
C 0.86905 -5.33408 1.24701 -0.3 0.4 1.8
H 1.14917 -6.29909 -0.50573 -0.2 0.1 -0.9
H -0.53033 -6.38064 -0.02443 0.0 0.1 0.1
H -0.78216 -3.78424 -0.54295 -0.2 -0.4 0.5
H -0.20666 -4.64140 -1.92485 0.0 -0.1 0.0
H 1.24785 -2.52522 -1.02672 0.1 -0.2 -0.1
H 2.08192 -4.15486 -1.37867 0.3 0.6 -0.2
H 0.07501 -5.10600 1.95805 -0.1 0.7 -0.1
H 1.40899 -6.10194 1.80105 0.6 0.1 -0.5
C 4.34201 -1.21442 -0.69510 -0.4 -0.2 0.5
C 5.62835 -1.16780 0.17958 -0.8 -0.1 -0.5
C 5.21136 -0.87564 1.58515 -1.2 0.7 0.4
S 3.73960 0.29662 1.43431 0.1 -1.4 -1.1
O 4.08122 1.68349 1.69136 -0.3 -0.5 0.4
O 2.65081 -0.39472 2.13041 1.3 1.0 -0.6
C 3.53961 0.05746 -0.39782 1.7 0.6 0.4
H 3.72473 -2.07465 -0.43616 0.4 -0.3 -0.2
H 4.67462 -1.23752 -1.73286 -0.5 -0.1 -0.1
H 6.25653 -0.38049 -0.23710 0.4 -0.2 0.1
H 6.10752 -2.14627 0.21246 0.3 0.2 -0.5
H 6.00129 -0.51451 2.24369 -0.3 0.3 0.0
H 4.72747 -1.76221 1.99496 0.1 0.0 0.2
H 4.16275 0.82210 -0.86165 -0.2 0.6 0.3
H 2.52828 0.24462 -0.75877 -0.1 -0.6 0.3
C -0.19153 3.47320 -0.25155 1.6 0.1 0.5
C -1.40085 3.06295 0.55417 -0.8 0.2 0.7
C -1.15190 3.24781 2.07446 1.1 -0.7 0.0
S 0.60389 2.93461 2.35584 0.6 1.1 -1.4
O 0.80136 1.56042 2.83706 0.2 1.8 0.0
O 1.10384 4.12522 3.09613 -0.2 -2.3 -0.7
C 1.09070 2.97600 0.53906 -0.9 -0.2 -0.9
H -0.16234 4.53963 -0.47509 0.0 0.2 0.5
H -0.19399 3.02414 -1.24474 0.0 -0.3 0.1
H -1.66794 2.03721 0.29995 0.1 -0.1 0.4
H -2.25275 3.68775 0.28589 -0.1 -0.1 -0.1
H -1.58660 2.53237 2.77252 -0.6 0.1 -0.5
H -1.24836 4.25064 2.49054 -0.3 0.1 -0.4
H 1.25215 1.96222 0.17263 -0.3 -0.4 0.8
H 2.03077 3.43127 0.22750 -0.1 0.7 0.8
C -0.94882 4.09562 -4.20303 0.1 -0.4 -0.5
C -1.77662 2.94861 -4.89320 0.5 0.9 -0.6
C -1.23284 2.87047 -6.34763 0.0 -0.6 0.9
S -1.01411 4.56207 -6.88657 0.7 1.8 -0.5
O -2.23792 5.07991 -7.51796 1.6 -0.8 0.7
O 0.29315 4.67642 -7.58872 -2.2 -0.2 1.2
C -0.91401 5.33328 -5.13759 -1.3 -0.9 -0.4
H 0.07273 3.74942 -4.04591 0.1 -0.2 0.0
H -1.36820 4.28152 -3.21427 0.0 0.4 -0.1
H -2.84379 3.15790 -4.96693 -0.1 0.4 0.1
H -1.73922 2.01596 -4.33029 0.5 -0.1 -0.2
H -1.88885 2.31084 -7.01438 -0.1 0.3 -0.1
H -0.23303 2.43959 -6.40068 0.0 -0.1 0.1
H -1.84691 5.87762 -4.99096 -0.2 -0.1 -0.5
H -0.15418 6.10955 -5.04721 0.5 -0.7 -0.1
```
Positions in Å, forces in eV/Å.



# 3
The following is a DFT calculation (the ωB97M-V functional and the def2-TZVPD basis) of 12 unconnected molecules or ions with the total composition H24O12 at a distorted geometry.

Computed properties:
charge	0
gap between HOMO and LUMO	0.36689	Ha
molecular weight	216.18	g mol⁻¹
E_HOMO	-10.15	eV
structure (SMILES)	O.O.O.O.O.O.O.O.O.O.O.O

The geometry in XYZ format:
```
36
Properties=species:S:1:pos:R:3:forces:R:3
H -0.37545 0.35908 0.49550 0.5 -0.2 -0.2
H -0.34040 -1.15207 0.33670 -0.2 0.0 -0.3
H -2.00507 0.94853 0.73191 -0.4 -0.6 0.1
H -2.33583 2.23329 1.47355 -0.3 0.0 0.2
H -0.48649 3.57032 0.91012 0.1 0.1 -0.2
H -1.67963 3.60755 -0.03066 -0.1 -0.1 0.0
H 0.15365 -1.94439 2.53824 -0.1 -0.1 0.1
H 1.16949 -1.87367 3.66656 0.0 -0.1 -0.1
H 4.10827 1.61546 -1.20826 -0.1 0.1 -0.1
H 3.95075 0.95329 0.15070 -0.3 0.1 0.2
H -0.69207 0.30125 -1.79277 0.3 -0.4 0.2
H 0.77824 0.64096 -1.61164 0.1 0.1 -0.2
H -5.85881 -1.00468 -0.73010 0.0 0.0 0.1
H -4.70613 -0.09112 -0.34699 0.0 0.1 0.3
H -2.19354 -3.41960 0.17941 -0.1 0.0 0.1
H -3.04350 -2.34580 -0.47980 -0.1 0.1 0.2
H 3.73702 -0.61609 -1.04687 -0.2 0.0 0.0
H 2.76278 -1.76485 -1.24994 0.0 -0.2 0.0
H 4.11915 1.10253 2.63707 -0.1 -0.1 0.1
H 2.97702 2.03084 3.01632 0.0 -0.1 0.0
H 0.22561 -3.53228 -2.00674 0.1 0.2 0.0
H 1.28097 -4.59653 -1.75450 0.1 0.1 0.0
H -0.76251 2.23660 -2.49688 0.2 0.1 -0.2
H -0.37064 3.55909 -1.85853 0.2 0.1 0.2
O -0.90395 -0.38492 0.18544 -0.6 0.3 1.9
O -2.74336 1.52190 0.96676 0.1 0.6 -0.1
O -0.97779 4.16175 0.32889 -0.1 0.1 0.1
O 0.62235 -2.49618 3.17451 0.0 0.2 0.0
O 3.46376 1.15997 -0.65498 0.3 0.3 -0.1
O 0.18950 -0.08433 -1.84894 0.7 0.1 -1.6
O -5.31310 -0.74359 0.02025 0.0 -0.1 -0.4
O -2.63788 -2.58390 0.36149 0.2 -0.4 -0.2
O 3.62887 -1.55925 -0.88034 0.1 -0.3 0.0
O 3.15853 1.17623 2.60926 0.1 0.1 0.0
O 1.16010 -3.64126 -1.79734 -0.2 -0.1 0.0
O -0.05992 2.65585 -1.98739 -0.3 0.1 -0.1
```
Positions in Å, forces in eV/Å.